{"formula": "C21H31F6N2O6P", "method": "ωB97M-V with the def2-TZVPD basis set", "homo_ev": -9.10, "total_energy_ha": -2320.29724, "gap_ev": 9.34, "max_force_ev_per_a": 0.8, "smiles": "CCP(C)[C@H](C#N)[C@@H](C#N)CCCCOC(C)=O.CCOC(=O)C(F)(F)F.CCOC(=O)C(F)(F)F", "e_lumo_ev": 0.23, "symbols": ["C", "C", "P", "C", "C", "C", "N", "C", "C", "N", "C", "C", "C", "C", "O", "C", "C", "O", "H", "H", "H", "H", "H", "H", "H", "H", "H", "H", "H", "H", "H", "H", "H", "H", "H", "H", "H", "H", "H", "C", "C", "O", "C", "O", "C", "F", "F", "F", "H", "H", "H", "H", "H", "C", "C", "O", "C", "O", "C", "F", "F", "F", "H", "H", "H", "H", "H"], "positions_angstrom": [[-4.9226, 1.0720, -1.3198], [-4.1897, -0.2586, -1.0672], [-4.1634, -1.2243, -2.6397], [-2.9428, -0.3046, -3.6632], [-3.3336, -2.8694, -2.2732], [-4.3227, -3.6759, -1.5604], [-5.1007, -4.3118, -1.0039], [-1.9810, -2.9901, -1.5151], [-0.8673, -2.4900, -2.3247], [-0.0085, -2.0987, -2.9801], [-1.9769, -2.4368, -0.0664], [-1.0430, -1.2425, 0.1619], [-1.2712, -0.5868, 1.5429], [-0.0044, -0.5241, 2.3975], [0.0318, 0.6269, 3.2605], [0.5873, 1.7380, 2.6832], [-0.3806, 2.8468, 2.3629], [1.7693, 1.8290, 2.4838], [-4.7188, 1.4857, -2.3061], [-5.9973, 0.9608, -1.2021], [-4.5766, 1.8029, -0.5892], [-4.7806, -0.8450, -0.3641], [-3.1984, -0.0450, -0.6760], [-1.9162, -0.6349, -3.5251], [-3.2121, -0.4166, -4.7101], [-2.9766, 0.7519, -3.4020], [-3.2059, -3.3481, -3.2486], [-1.7757, -4.0631, -1.4313], [-1.6136, -3.2302, 0.5892], [-2.9885, -2.2137, 0.2643], [-1.1900, -0.4844, -0.6059], [-0.0170, -1.6068, 0.1163], [-2.0752, -1.0749, 2.0937], [-1.5945, 0.4443, 1.3937], [0.0561, -1.3838, 3.0650], [0.8917, -0.5472, 1.7737], [-0.2036, 3.6867, 3.0330], [-1.4063, 2.5180, 2.5074], [-0.2203, 3.1678, 1.3365], [2.7996, -0.5378, 4.6182], [3.8296, 0.5376, 4.8744], [4.1275, 0.6431, 6.2855], [5.0145, -0.2144, 6.7607], [5.5982, -1.0657, 6.1573], [5.2456, 0.0613, 8.2597], [4.0915, 0.2758, 8.9008], [6.0144, 1.1500, 8.4055], [5.8612, -0.9677, 8.8336], [1.8994, -0.3541, 5.2042], [2.5368, -0.5531, 3.5657], [3.1879, -1.5188, 4.8968], [3.4497, 1.5128, 4.5854], [4.7481, 0.3562, 4.3187], [2.9666, 0.1474, -4.7366], [2.8132, 1.1385, -5.8693], [1.4395, 1.5612, -6.0025], [1.0488, 2.5350, -5.1972], [1.7044, 3.1101, -4.3802], [-0.4299, 2.8670, -5.4746], [-1.1526, 1.7507, -5.6176], [-0.5399, 3.5874, -6.5983], [-0.9453, 3.5742, -4.4716], [2.2953, -0.7003, -4.8748], [3.9917, -0.2192, -4.6990], [2.7296, 0.6083, -3.7782], [3.0619, 0.6814, -6.8243], [3.4522, 2.0097, -5.7337]], "atomic_forces_ev_per_a": [[0.2, -0.1, 0.2], [-0.1, 0.1, -0.4], [-0.7, 0.3, -0.4], [0.3, -0.2, 0.2], [0.4, 0.1, 0.3], [-0.1, -0.1, 0.0], [0.1, 0.1, 0.1], [0.0, -0.4, 0.2], [0.0, 0.2, -0.2], [0.0, -0.1, 0.1], [0.5, 0.0, 0.1], [-0.5, -0.1, 0.6], [0.2, 0.4, -0.1], [0.2, -0.5, 0.3], [-0.3, 0.1, -0.4], [0.5, 0.3, 0.0], [-0.3, -0.2, 0.3], [-0.3, -0.3, 0.0], [0.0, 0.0, -0.1], [-0.1, 0.0, -0.1], [-0.1, 0.1, 0.0], [0.2, 0.0, 0.2], [0.0, -0.2, 0.1], [0.0, 0.1, -0.1], [0.0, 0.1, -0.1], [-0.1, 0.0, -0.1], [0.0, 0.1, -0.1], [-0.1, 0.0, -0.1], [-0.2, -0.1, 0.0], [-0.1, 0.0, -0.2], [0.2, -0.1, -0.2], [0.1, 0.1, -0.3], [0.0, -0.1, 0.0], [-0.1, 0.0, 0.0], [0.0, 0.0, 0.0], [0.0, 0.2, 0.0], [0.1, 0.1, -0.1], [0.0, 0.0, -0.1], [0.1, 0.1, 0.0], [0.1, -0.3, 0.3], [-0.2, 0.0, -0.4], [0.1, 0.0, 0.1], [-0.1, 0.1, -0.2], [0.0, 0.0, 0.1], [0.0, -0.1, 0.1], [0.1, 0.0, 0.0], [0.0, 0.0, 0.0], [0.0, 0.0, 0.0], [0.0, 0.1, -0.1], [0.0, 0.1, -0.1], [0.0, 0.0, 0.0], [0.0, 0.1, 0.1], [0.1, -0.1, 0.1], [-0.2, 0.0, 0.1], [0.4, -0.2, 0.0], [-0.1, 0.1, 0.0], [0.2, -0.2, 0.0], [-0.1, 0.1, 0.0], [-0.1, 0.0, 0.1], [-0.1, 0.0, 0.0], [0.0, 0.0, 0.0], [0.0, 0.0, 0.0], [0.0, 0.0, 0.0], [0.0, 0.0, 0.0], [0.1, 0.0, 0.0], [-0.1, 0.0, 0.0], [-0.1, 0.1, 0.1]], "mulliken_charge": [-1.251, 0.094, -0.077, -0.791, -0.062, -0.151, -0.494, 0.679, -0.326, -0.530, -1.324, -0.714, -0.243, -0.749, -0.385, 0.856, -1.136, -0.541, 0.340, 0.343, 0.354, 0.397, -0.223, 0.130, 0.425, 0.234, 0.623, 0.454, 0.250, 0.642, 0.266, 0.638, 0.424, 0.029, 0.348, 0.475, 0.344, 0.326, 0.316, -0.721, -0.334, -0.336, 0.327, -0.513, 0.915, -0.247, -0.253, -0.241, 0.290, 0.065, 0.460, 0.288, 0.315, -1.073, -0.242, -0.317, 0.320, -0.517, 0.944, -0.245, -0.258, -0.251, 0.293, 0.391, 0.298, 0.326, 0.326]}